# 1
Entry from OMol25: a structure of composition C5H7FeO3 at a distorted geometry (the ωB97M-V functional and the def2-TZVPD basis).

Atoms and positions in Å:
O1 0.918 0.745 -0.768
C1 2.173 0.652 -0.398
O2 2.513 0.441 0.805
Fe1 4.301 0.480 0.165
O3 3.067 0.752 -1.290
C2 -0.103 0.612 0.204
H1 0.220 1.016 1.167
H2 -2.064 1.442 0.397
C3 -1.419 0.901 -0.302
H3 -1.523 1.209 -1.346
C4 -0.651 -1.315 0.501
C5 -1.941 -1.041 -0.099
H4 0.072 -1.938 -0.036
H5 -2.097 -1.412 -1.118
H6 -0.628 -1.448 1.588
H7 -2.837 -1.096 0.529

Results
- Energy: -1683.71279 hartree
- <S²>: 6.01
- Highest occupied orbital energy (alpha / beta): -10.83 / -10.83 eV
- Max |F|: 5.8 eV/Å
- Spin multiplicity: 5
- Charge: +1



# 2
Entry from OMol25: a structure of composition C10H14O4SW (the ωB97M-V functional and the def2-TZVPD basis).

Atoms and positions in Å:
W1 0.093 -0.201 -0.703
C1 -1.557 1.913 -1.312
C2 -0.293 2.244 -0.523
C3 0.991 1.842 -1.467
C4 -0.229 1.379 0.756
C5 1.057 0.961 1.235
C6 1.258 -0.354 1.687
C7 0.164 -1.278 1.886
C8 0.368 -2.605 2.421
C9 -1.147 -0.784 1.515
C10 -1.343 0.539 1.066
H1 -1.531 2.301 -2.335
H2 -2.500 2.176 -0.825
H3 -1.700 0.765 -1.500
H4 -0.203 3.321 -0.317
H5 0.770 1.602 -2.515
H6 1.814 1.203 -1.018
H7 1.616 2.755 -1.531
H8 1.934 1.602 1.121
H9 2.273 -0.688 1.908
H10 0.295 -2.447 3.536
H11 1.376 -3.006 2.284
H12 -0.427 -3.322 2.201
H13 -2.004 -1.453 1.607
H14 -2.367 0.826 0.831
O1 0.469 -3.212 -2.909
S1 0.234 -2.049 -2.211
O2 0.228 -0.624 -2.729
O3 -0.955 -1.834 -1.212
O4 1.315 -1.576 -0.943

Results
- Energy: -1153.53639 hartree
- Highest occupied orbital energy: -27.34 eV
- Max |F|: 1.0 eV/Å
- Spin multiplicity: 1
- Charge: +4



# 3
Entry from OMol25: a cluster of 10 separate species, H20O10 in total at a distorted geometry (the ωB97M-V functional and the def2-TZVPD basis).

Atoms and positions in Å:
O1 1.984 -1.948 -0.588
H1 2.482 -2.743 -0.604
H2 1.199 -2.097 -0.069
O2 -0.248 -0.040 0.326
H3 0.027 0.874 0.621
H4 -0.171 -0.117 -0.610
O3 -0.898 1.313 3.208
H5 -0.849 1.625 4.089
H6 -1.566 1.776 2.698
O4 0.397 -2.791 1.663
H7 1.098 -2.797 2.300
H8 0.152 -1.885 1.849
O5 -0.148 0.395 -2.432
H9 0.363 1.164 -2.276
H10 0.231 -0.161 -3.126
O6 1.906 1.807 3.499
H11 1.521 1.982 4.327
H12 1.075 1.635 3.042
O7 -2.904 0.180 -0.368
H13 -3.035 -0.494 -1.022
H14 -2.106 0.082 0.121
O8 1.043 -1.756 -3.260
H15 1.883 -1.883 -3.795
H16 1.356 -1.806 -2.329
O9 -2.457 -0.484 -3.338
H17 -1.732 0.045 -2.971
H18 -2.030 -1.012 -4.024
O10 0.350 2.733 0.795
H19 1.243 3.081 0.906
H20 -0.166 3.321 1.368

Results
- Energy: -764.38588 hartree
- Highest occupied orbital energy: -10.08 eV
- Max |F|: 2.8 eV/Å
- Structure (SMILES): O.O.O.O.O.O.O.O.O.O
- Spin multiplicity: 1



# 4
Entry from OMol25: a cluster of 5 separate species, C3H15NO3S in total at a distorted geometry (the ωB97M-V functional and the def2-TZVPD basis).

Atoms and positions in Å:
C1 -1.437 -1.085 -1.809
C2 -0.022 -0.970 -1.202
C3 0.609 0.444 -1.368
S1 2.027 0.822 -0.302
N1 -0.097 -1.643 0.098
H1 -1.556 -0.488 -2.718
H2 -1.593 -2.151 -1.913
H3 -2.087 -0.588 -1.088
H4 0.634 -1.667 -1.740
H5 -0.222 1.139 -1.213
H6 0.893 0.445 -2.423
H7 0.566 0.343 1.804
H8 -0.489 -0.997 0.782
H9 0.835 -1.758 0.485
H10 -3.178 1.155 1.242
H11 -1.642 0.950 1.345
O1 -2.456 0.567 0.995
H12 2.182 -0.484 1.648
H13 3.661 -0.715 2.056
O2 2.812 -1.163 1.984
H14 0.432 3.303 0.846
H15 0.313 1.846 1.223
O3 -0.185 2.694 1.267

Results
- Energy: -801.91139 hartree
- <S²>: 0.76
- Highest occupied orbital energy (alpha / beta): -3.73 / -3.92 eV
- Max |F|: 1.6 eV/Å
- Spin multiplicity: 2
- Charge: -1



# 5
Entry from OMol25: an isolated molecule of C2H2OS3 (the ωB97M-V functional and the def2-TZVPD basis).

Atoms and positions in Å:
C1 -0.679 -0.413 -0.005
C2 0.700 0.270 -0.012
H1 0.360 -1.995 0.020
H2 -0.508 2.152 0.013
O1 -0.618 -1.730 -0.005
S1 -2.108 0.371 -0.004
S2 0.799 1.991 -0.004
S3 2.053 -0.646 -0.003

Results
- Energy: -1347.18829 hartree
- Highest occupied orbital energy: -9.23 eV
- Max |F|: 1.0 eV/Å
- Structure (SMILES): OC(=S)C(=S)S
- Spin multiplicity: 1



# 6
Entry from OMol25: a structure of composition C47H51AsClN4S2Zr at a distorted geometry (the ωB97M-V functional and the def2-TZVPD basis).

Atoms and positions in Å:
Zr1 -0.544 0.934 0.318
C1 -1.103 -2.449 -0.134
N1 -1.971 -1.241 -0.083
C2 -2.594 -0.967 -1.412
C3 -3.056 0.467 -1.482
N2 -1.897 1.397 -1.519
C4 -2.399 2.798 -1.372
C5 -1.153 1.359 -2.795
C6 -1.816 1.195 -4.005
C7 -1.130 1.273 -5.204
C8 0.236 1.524 -5.195
C9 0.896 1.692 -3.990
C10 0.213 1.620 -2.772
S1 1.122 1.896 -1.287
C11 -3.066 -1.471 0.873
C12 -3.748 -2.687 0.866
C13 -4.834 -2.894 1.697
C14 -5.250 -1.877 2.550
C15 -4.580 -0.669 2.556
C16 -3.485 -0.448 1.714
S2 -2.696 1.119 1.750
H1 -1.538 -3.228 -0.765
H2 -1.005 -2.846 0.870
H3 -0.127 -2.190 -0.523
H4 -3.452 -1.621 -1.568
H5 -1.877 -1.169 -2.207
H6 -3.640 0.701 -0.601
H7 -3.707 0.612 -2.342
H8 -3.095 3.025 -2.182
H9 -1.559 3.482 -1.434
H10 -2.896 2.909 -0.418
H11 -2.883 1.012 -4.034
H12 -1.663 1.147 -6.138
H13 0.788 1.587 -6.125
H14 1.961 1.891 -3.964
H15 -3.434 -3.485 0.204
H16 -5.356 -3.842 1.672
H17 -6.101 -2.029 3.201
H18 -4.897 0.135 3.211
C17 1.014 -4.065 5.856
C18 0.776 -4.401 4.529
C19 0.462 -3.411 3.611
C20 0.397 -2.083 4.020
C21 0.616 -1.741 5.344
C22 0.929 -2.740 6.260
As1 0.017 -0.739 2.643
C23 1.839 -0.678 1.907
C24 2.448 -1.660 1.134
C25 3.811 -1.591 0.897
C26 4.552 -0.521 1.391
C27 3.947 0.463 2.159
C28 2.589 0.375 2.448
C29 1.849 1.241 3.387
C30 2.359 2.354 4.044
C31 1.543 3.082 4.897
C32 0.220 2.704 5.111
C33 -0.293 1.588 4.468
C34 0.522 0.865 3.611
H19 1.263 -4.836 6.574
H20 0.832 -5.435 4.210
H21 0.274 -3.676 2.578
H22 0.555 -0.714 5.674
H23 1.105 -2.474 7.295
H24 1.875 -2.491 0.740
H25 4.301 -2.372 0.328
H26 5.614 -0.462 1.186
H27 4.541 1.277 2.560
H28 3.386 2.663 3.886
H29 1.939 3.959 5.396
H30 -0.410 3.284 5.772
H31 -1.324 1.295 4.620
C35 3.430 -3.739 -4.541
C36 2.990 -2.309 -4.844
N3 1.797 -1.887 -4.105
C37 0.501 -2.076 -4.742
C38 -0.198 -3.390 -4.387
C39 1.864 -1.378 -2.840
C40 3.221 -1.021 -2.303
N4 0.838 -1.161 -2.082
H32 4.242 -4.033 -5.208
H33 2.606 -4.439 -4.681
H34 3.785 -3.832 -3.513
H35 2.765 -2.215 -5.904
H36 3.807 -1.624 -4.631
H37 0.650 -2.018 -5.819
H38 -0.139 -1.229 -4.483
H39 0.305 -4.243 -4.843
H40 -1.228 -3.378 -4.748
H41 -0.209 -3.547 -3.306
H42 3.767 -0.382 -3.000
H43 3.825 -1.913 -2.118
H44 3.086 -0.481 -1.372
H45 -0.011 -1.415 -2.575
Cl1 2.197 4.565 0.437
C41 0.559 5.169 0.407
C42 0.388 6.495 0.037
C43 -0.874 7.061 0.056
C44 -1.955 6.297 0.469
C45 -1.764 4.982 0.853
C46 -0.510 4.362 0.815
C47 -0.342 2.972 1.345
H46 1.252 7.085 -0.240
H47 -1.005 8.098 -0.226
H48 -2.945 6.735 0.512
H49 -2.605 4.406 1.224
H50 -1.001 2.886 2.205
H51 0.697 2.873 1.683

Results
- Energy: -5579.86670 hartree
- Highest occupied orbital energy: -10.05 eV
- Max |F|: 1.1 eV/Å
- Spin multiplicity: 1
- Charge: +1